1.
C4H8N2OS in the gas phase in a non-equilibrium geometry. Source: OMol25; level of theory: wB97M-V/def2-TZVPD.

Last column: natural (NBO) charge in e.
Atoms and positions in Å:
H -0.110788 2.395348 0.018767  0.35
N -0.830801 1.677572 -0.105431  -0.74
C -0.309252 0.518996 -0.264970  0.42
C -1.288621 -0.630718 -0.414861  0.04
O -2.551877 -0.332266 0.025746  -0.71
C -0.569906 -1.810596 0.313125  -0.53
S 1.180927 -1.635456 -0.211974  0.37
N 1.000268 0.108070 -0.385363  -0.55
C 2.061564 0.975966 0.139816  -0.42
H -1.454473 -0.970390 -1.447777  0.19
H -2.545049 0.634090 0.192682  0.50
H -0.865535 -2.785745 -0.078861  0.23
H -0.688746 -1.760243 1.400594  0.22
H 3.065353 0.567563 -0.096529  0.22
H 1.943445 1.956255 -0.312289  0.21
H 1.963490 1.091556 1.227324  0.19

Atoms 1-2, force components in eV/Å:
H -0.361 -0.046 -0.019
N 1.041 -0.102 0.288

Results
Total charge = 0
Orbital gap = 0.337 Eh
SMILES = [H]/N=C1/[C@H](O)CSN1C
E_tot = -20139.86412 eV
E_HOMO = -8.469 eV


2.
C6H8N2 in the gas phase in a non-equilibrium geometry. Source: OMol25; level of theory: wB97M-V/def2-TZVPD.

Last column: natural (NBO) charge in e.
Atoms and positions in Å:
C -2.040447 0.754761 0.024620  -0.16
C -0.698978 0.867525 0.025193  -0.33
C -0.155461 -0.513478 -0.005862  0.36
N 1.199100 -0.820899 -0.106451  -0.43
C 2.203382 -0.188240 0.720453  -0.24
C 2.126476 0.118072 -0.757898  -0.25
N -1.032202 -1.425639 -0.132777  -0.37
C -2.346837 -0.718591 -0.040578  -0.31
H -2.734537 1.642715 0.021023  0.22
H -0.190081 1.821690 0.129340  0.22
H 2.982206 -0.880070 1.080919  0.21
H 1.815039 0.585849 1.463311  0.19
H 2.888743 -0.285581 -1.399279  0.21
H 1.741354 1.094447 -1.046954  0.19
H -2.960980 -0.972300 -0.887934  0.23
H -2.796782 -1.080257 0.912870  0.24

Atoms 1-2, force components in eV/Å:
C 0.305 0.768 -0.180
C -0.945 0.225 0.641

Results
Total charge = 0
Orbital gap = 0.378 Eh
SMILES = C1=CC(N2CC2)=NC1
E_tot = -9329.50584 eV
E_HOMO = -9.281 eV


3.
A 5-piece molecular cluster, C25H48BrNO12P overall in a non-equilibrium geometry. Source: OMol25; level of theory: wB97M-V/def2-TZVPD.

Last column: Löwdin charge in e.
Atoms and positions in Å:
C -2.735228 -3.168724 1.853400  -0.13
C -3.296845 -1.871484 1.131965  -0.37
N -2.326735 -0.810929 1.337432  -0.25
P -2.871417 0.831276 0.710018  0.48
C -3.717551 1.099177 2.416906  -0.26
C -3.581189 2.501630 0.044557  -0.24
C -1.206367 1.612353 1.260560  -0.32
C -1.255027 2.956237 2.049971  -0.17
C -2.113509 0.314125 -0.992586  -0.39
C -2.173058 1.260077 -2.214379  -0.64
C -1.039912 2.348945 -2.274635  -0.17
Br -1.679691 0.052270 -3.802047  0.49
H -3.565837 -3.827241 2.197758  0.05
H -2.098684 -2.919229 2.717927  0.05
H -2.148610 -3.800938 1.147919  0.04
H -4.242717 -1.644180 1.651671  0.09
H -3.459069 -2.172934 0.074636  0.08
H -1.400796 -1.055489 1.004131  0.05
H -4.127913 0.221159 0.254902  0.01
H -3.146127 0.534623 3.191976  0.02
H -4.728383 0.626268 2.419544  0.02
H -3.807530 2.137836 2.785274  0.00
H -2.816832 3.224410 -0.297277  0.01
H -4.175629 3.047819 0.809209  0.01
H -4.334151 2.263477 -0.742364  0.03
H -0.716994 0.869102 1.933890  0.07
H -0.481747 1.758357 0.434026  0.05
H -1.762887 2.910198 3.029981  0.05
H -1.629135 3.825933 1.477927  0.05
H -0.195770 3.225799 2.297139  0.05
H -2.599810 -0.635604 -1.311161  0.04
H -1.039848 0.035612 -0.879298  0.05
H -3.152196 1.633414 -2.529071  0.06
H -1.379655 3.346549 -1.950178  0.06
H -0.114463 2.007745 -1.766004  0.05
H -0.764895 2.458174 -3.346488  0.03
C 5.228673 0.739095 -2.876344  -0.01
C 3.750333 0.421071 -2.848187  -0.33
C 2.859017 1.635158 -2.827292  -0.09
O 1.704005 1.153284 -2.135640  0.02
C 2.122219 0.147949 -1.327981  -0.55
O 1.467489 -0.343436 -0.468115  0.16
O 3.388378 -0.226883 -1.625493  0.07
H 5.813485 -0.179875 -2.944850  0.08
H 5.479395 1.372295 -3.728210  0.09
H 5.536501 1.240415 -1.956532  0.09
H 3.492452 -0.247243 -3.675710  0.16
H 2.593261 1.974142 -3.827647  0.14
H 3.278585 2.474947 -2.265260  0.14
C 1.317405 -5.981845 -1.133222  -0.02
C 2.433861 -4.963698 -1.179455  -0.33
C 1.964412 -3.551524 -1.397746  -0.09
O 3.083930 -2.963052 -2.070168  0.05
C 3.728029 -3.956734 -2.720363  -0.57
O 4.580312 -3.786071 -3.533538  0.15
O 3.279148 -5.174019 -2.321734  0.08
H 1.717127 -6.974657 -0.918741  0.08
H 0.586265 -5.728846 -0.364728  0.09
H 0.812262 -6.047310 -2.098212  0.09
H 3.054728 -5.041737 -0.280747  0.16
H 1.756218 -3.028563 -0.465810  0.14
H 1.089019 -3.479131 -2.048688  0.15
C 7.209748 -4.397072 -0.684929  -0.01
C 7.969492 -3.109501 -0.461482  -0.33
C 7.091236 -1.937485 -0.110948  -0.09
O 7.842342 -0.831924 -0.621691  0.06
C 8.597998 -1.303039 -1.645413  -0.57
O 9.185795 -0.618227 -2.416173  0.16
O 8.590501 -2.659800 -1.672504  0.09
H 7.900139 -5.218417 -0.883247  0.09
H 6.605495 -4.655789 0.186111  0.09
H 6.560014 -4.314461 -1.559059  0.08
H 8.754934 -3.257589 0.286991  0.16
H 6.936602 -1.835357 0.962227  0.14
H 6.118512 -1.960635 -0.611687  0.14
C -7.746661 3.344477 3.968706  -0.02
C -6.694027 4.429142 3.936866  -0.34
C -7.249343 5.819411 3.770875  -0.11
O -6.184696 6.496365 3.101298  0.06
C -5.490710 5.551372 2.407123  -0.56
O -4.670708 5.783400 1.587141  0.18
O -5.866732 4.303117 2.779357  0.08
H -7.283306 2.372609 4.143402  0.09
H -8.477933 3.528065 4.758069  0.08
H -8.264347 3.278314 3.010161  0.09
H -6.053238 4.359684 4.821802  0.16
H -7.471311 6.298834 4.723882  0.13
H -8.140097 5.854966 3.136304  0.14

Atoms 1-2, force components in eV/Å:
C -0.514 -0.413 -0.549
C 1.491 -1.432 1.228

Results
Total charge = -1
Orbital gap = 0.206 Eh
E_tot = -132094.44161 eV
E_HOMO = -3.542 eV


> Look up the orbital gap of the first one.

0.337 Eh


> What is the formula in the third record?

C25H48BrNO12P